{
  "formula": "C4H10O",
  "method": "ωB97M-V/def2-TZVPD",
  "elements": ["C", "C", "O", "H", "H", "H", "H", "C", "C", "H", "H", "H", "H", "H", "H"],
  "positions_angstrom": [[0.662990, -2.713377, 0.828871], [-0.777547, -2.428509, 0.520974], [-1.657168, -3.208095, 0.798661], [0.838485, -2.907784, 1.884931], [1.333486, -1.981814, 0.393579], [0.809114, -3.738427, 0.461210], [-1.081758, -1.527406, -0.043857], [-0.086952, 2.309858, 0.145046], [0.070144, 2.327351, -1.405567], [0.740428, 1.753942, 0.589351], [-0.994536, 1.811602, 0.485650], [-0.089568, 3.314389, 0.557722], [-0.359800, 3.252697, -1.770767], [1.116844, 2.235927, -1.666089], [-0.524156, 1.499647, -1.779720]],
  "atomic_forces_ev_per_a": [[-0.30, -0.79, -0.13], [-0.72, -0.43, 0.07], [0.14, 0.08, 0.14], [-0.13, 0.69, 0.27], [0.23, -0.11, 0.08], [0.31, 0.36, -0.52], [0.47, 0.22, 0.08], [0.39, -0.21, -0.33], [-0.76, -0.07, 1.51], [0.01, 0.09, 0.12], [-0.13, 0.10, -0.19], [0.10, 0.07, 0.10], [0.11, 0.07, -0.39], [0.03, 0.04, -0.32], [0.24, -0.11, -0.49]],
  "mulliken_charge": [-0.785, 0.121, -0.479, 0.276, 0.273, 0.268, 0.324, -0.815, -0.739, 0.239, 0.255, 0.310, 0.267, 0.262, 0.225],
  "e_above_lowest_ev": 0.969,
  "total_charge": 0,
  "max_force_ev_per_a": 1.69,
  "gap_ev": 10.803,
  "smiles": "CC=O.CC",
  "lumo_energy_ev": 0.9,
  "homo_ha": -0.3647
}